Entry 1:
61
Properties=species:S:1:pos:R:3:lowdin_charge:R:1 method="wB97M-V/def2-TZVPD" homo_lumo_gap_ev=7.9 e_tot_ev=-69425.9705 smiles=Fc1cccc([C@@H](B2OCCO2)c2cc(F)cc(F)c2)c1.Cc1ccc(-c2cc(C(F)(F)F)cc(C(F)(F)F)c2)s1 e_lumo_ev=-0.4 de_lowest_kj_mol=0.0 charge=0
F -3.70373 0.75809 2.73111 0.045
C -2.35158 0.70550 2.94358 -0.243
C -1.91722 0.23015 4.17085 -0.015
C -0.55886 -0.04428 4.28093 -0.071
C 0.31346 0.19952 3.22911 -0.035
C -0.11754 0.84127 2.05062 -0.146
C 0.93853 1.52724 1.20370 -0.043
B 2.40675 1.06656 0.69378 -0.610
O 3.51846 0.49938 1.25977 0.112
C 4.24054 -0.14480 0.11027 -0.060
C 3.57346 0.40096 -1.16364 -0.127
O 2.39950 1.07799 -0.71061 0.059
C 0.59346 2.80608 0.45843 -0.129
C -0.67066 3.31585 0.11155 0.056
C -0.76915 4.57876 -0.49047 -0.222
F -2.02780 5.06399 -0.77521 0.040
C 0.32291 5.38575 -0.77857 0.062
C 1.55937 4.85489 -0.42407 -0.231
F 2.70853 5.53642 -0.74085 0.043
C 1.70323 3.64553 0.22592 0.024
C -1.49888 1.01231 1.88858 0.019
H -2.62136 0.03322 4.97049 0.120
H -0.16587 -0.39424 5.22492 0.107
H 1.37327 -0.03440 3.31864 0.121
H 1.61569 1.89275 2.04321 0.168
H 5.32504 0.04030 0.13894 0.127
H 4.06774 -1.23611 0.21677 0.127
H 4.18942 1.11746 -1.72792 0.129
H 3.28846 -0.39703 -1.86187 0.120
H -1.60414 2.77737 0.24818 0.089
H 0.23557 6.36009 -1.24396 0.131
H 2.70728 3.35877 0.53962 0.136
H -1.97103 1.28016 0.94525 0.080
C 2.61167 -4.80984 -3.18277 -0.112
C 1.75218 -3.66197 -2.83447 -0.594
C 1.29555 -2.66183 -3.68587 -0.118
C 0.40076 -1.74875 -3.05445 -0.082
C 0.27983 -1.98827 -1.68911 -0.463
C -0.68453 -1.41204 -0.81822 -0.212
C -0.99100 -2.12360 0.34635 0.014
C -2.30127 -2.10608 0.77240 -0.102
C -2.65329 -3.05233 1.88060 -0.506
F -3.86974 -2.78826 2.43168 0.129
F -2.66545 -4.35380 1.45052 0.125
F -1.71771 -2.96944 2.88899 0.112
C -3.26090 -1.29656 0.16906 0.058
C -2.84584 -0.36246 -0.78051 -0.114
C -3.82705 0.65304 -1.30633 -0.500
F -3.86175 1.76900 -0.49123 0.108
F -3.48746 1.09706 -2.55292 0.121
F -5.10354 0.18608 -1.37600 0.133
C -1.53794 -0.36500 -1.24651 0.056
S 1.24117 -3.37688 -1.22050 1.104
H 2.37183 -5.18930 -4.17715 0.086
H 3.67502 -4.54746 -3.16839 0.085
H 2.43760 -5.61454 -2.46712 0.072
H 1.56153 -2.63480 -4.73681 0.111
H -0.21125 -0.97455 -3.52578 0.118
H -0.23021 -2.75423 0.80902 0.112
H -4.29661 -1.38128 0.46570 0.138
H -1.18449 0.35258 -1.98722 0.137



Entry 2:
16
Properties=species:S:1:pos:R:3:lowdin_charge:R:1 method="wB97M-V/def2-TZVPD" homo_lumo_gap_ev=10.3 e_tot_ev=-13838.6186 smiles="NC(=O)C(N)(O)C(N)=O" e_lumo_ev=0.8 de_lowest_kj_mol=0.0 charge=0
N -1.44468 1.55194 -0.31152 0.194
C -1.26480 0.24170 -0.51552 -0.442
O -2.00749 -0.47632 -1.15390 0.070
C -0.12066 -0.46721 0.34318 -0.465
N -0.31470 -0.15949 1.74825 0.123
O -0.15354 -1.83840 0.11452 0.023
C 1.14902 0.16842 -0.21712 -0.471
N 1.99062 -0.65377 -0.84539 0.206
O 1.24341 1.39436 -0.19650 0.029
H -0.68398 2.09082 0.07792 0.095
H -2.17668 2.02492 -0.81711 0.123
H 0.29242 -0.74365 2.31251 0.092
H -0.08140 0.80801 1.94601 0.082
H -1.01109 -2.01126 -0.32063 0.108
H 2.82464 -0.29586 -1.28111 0.123
H 1.75890 -1.63420 -0.88359 0.109



Entry 3:
80
Properties=species:S:1:pos:R:3:lowdin_spin:R:1 method="wB97M-V/def2-TZVPD" homo_lumo_gap_ev="8.5 / 9.1" e_tot_ev=-59083.5753 e_lumo_ev="0.2 / 0.0" spin_multiplicity=3 charge=0
C 7.97591 0.54099 -2.10541 0.000
C 7.81110 -0.02347 -3.51287 0.000
Cl 9.27803 0.38748 -4.48244 0.000
C 6.54957 0.53772 -4.23100 0.000
O 5.91946 1.50319 -3.37330 0.000
C 4.62990 1.75611 -3.74429 0.000
O 4.40893 2.52878 -4.57252 0.000
N 3.53984 1.06619 -3.12393 0.000
C 3.93555 -0.06059 -2.29239 0.000
O 4.22986 0.09728 -1.17373 0.000
N 3.84650 -1.29709 -2.94150 0.000
C 4.77097 -2.26159 -2.49565 0.000
O 5.78935 -2.09892 -2.00712 0.000
F 4.35856 -3.49256 -2.74260 0.000
H 8.89259 0.12871 -1.66842 0.000
H 7.16868 0.23213 -1.43891 0.000
H 8.08422 1.62532 -2.09437 0.000
H 7.75954 -1.10881 -3.46826 0.000
H 6.83391 0.97576 -5.19208 0.000
H 5.85697 -0.28044 -4.46883 0.000
H 3.08311 1.70229 -2.47424 0.000
H 3.90002 -1.19782 -3.95159 0.000
C 1.75299 -2.90297 1.78441 0.002
C 1.37425 -1.51890 1.19688 0.027
C 2.52114 -0.52603 1.41928 0.015
C 2.64442 -0.04647 2.86294 0.001
C 1.30749 0.48670 3.36983 0.015
C 0.15732 -0.50827 3.18844 0.027
N 0.09256 -1.04909 1.79903 0.357
O -0.41115 -0.13761 1.02917 0.543
C 0.30868 -1.65830 4.20458 0.002
C -1.15650 0.17136 3.58156 -0.001
C 1.23617 -1.76130 -0.30938 -0.001
H 2.20354 -3.54650 1.02838 0.000
H 2.47770 -2.83463 2.59581 0.000
H 0.87499 -3.43571 2.15085 0.002
H 2.37666 0.34924 0.77835 0.002
H 3.46344 -0.97833 1.10562 0.001
H 3.00640 -0.85239 3.50720 0.000
H 3.39362 0.74674 2.91545 0.001
H 1.39826 0.75242 4.42593 0.001
H 1.07703 1.41701 2.84035 0.003
H -0.44472 -2.42967 4.03595 0.001
H 0.17370 -1.28495 5.22041 0.000
H 1.28906 -2.12954 4.18841 0.000
H -1.33877 1.08647 3.01868 0.000
H -1.13403 0.44890 4.63596 0.000
H -2.00628 -0.49782 3.43247 0.000
H 0.41919 -2.45301 -0.52388 0.000
H 2.15724 -2.19449 -0.70129 0.000
H 1.06059 -0.83938 -0.86531 -0.001
C -3.49474 0.81829 0.76648 0.004
C -4.38389 0.31334 -0.39774 0.026
C -4.52829 1.41103 -1.45887 0.014
C -5.46055 2.54644 -1.04289 0.001
C -6.81011 1.99722 -0.58867 0.014
C -6.68581 0.92484 0.49777 0.027
N -5.70510 -0.13732 0.13199 0.351
O -6.25725 -0.91602 -0.74468 0.555
C -6.28456 1.58934 1.83041 0.002
C -8.06961 0.33218 0.77387 -0.001
C -3.59617 -0.84734 -1.01200 -0.001
H -2.45036 0.54417 0.61519 0.000
H -3.51284 1.90430 0.87451 0.000
H -3.78994 0.37384 1.71779 0.002
H -4.91260 0.97419 -2.38699 0.003
H -3.54284 1.81756 -1.69900 0.001
H -5.00488 3.14889 -0.25241 0.000
H -5.61072 3.21820 -1.89151 0.001
H -7.43290 2.81797 -0.22364 0.001
H -7.33103 1.58286 -1.45788 0.003
H -6.09759 0.83830 2.59986 0.001
H -7.08915 2.23307 2.18909 0.000
H -5.40545 2.22549 1.75393 0.000
H -8.53714 -0.07231 -0.12293 -0.001
H -8.73829 1.10373 1.15785 0.000
H -8.01597 -0.46233 1.52065 0.000
H -3.47972 -1.66444 -0.29751 0.000
H -2.60091 -0.50816 -1.30160 0.000
H -4.06910 -1.24148 -1.91174 -0.001



Entry 4:
35
Properties=species:S:1:pos:R:3:lowdin_charge:R:1 method="wB97M-V/def2-TZVPD" homo_lumo_gap_ev=10.7 e_tot_ev=-135827.3835 smiles="CC(C)=O.ClCCl.ClCCl.ClCCl.ClCCl.ClCCl" e_lumo_ev=0.4 de_lowest_kj_mol=0.0 charge=0
C 16.50309 14.24039 -7.48167 -0.014
C 17.13642 13.96273 -6.14117 -0.472
C 16.24612 13.73907 -4.95066 -0.014
O 18.34559 13.91056 -6.04642 0.044
H 15.81895 15.09210 -7.39653 0.088
H 15.95583 13.37312 -7.84575 0.089
H 17.26277 14.56660 -8.18818 0.084
H 16.86853 13.51327 -4.08852 0.045
H 15.59070 12.87788 -5.09923 0.095
H 15.61616 14.61322 -4.78398 0.070
Cl 21.45331 12.41666 -8.08329 0.524
C 21.52766 13.49340 -6.70264 -1.025
Cl 22.20911 15.09892 -7.15371 0.470
H 20.54427 13.70758 -6.29981 -0.024
H 22.18710 13.11413 -5.93048 0.004
Cl 22.42201 18.58461 1.22183 0.519
C 22.41038 17.17956 0.17861 -1.042
Cl 22.19150 15.68082 1.14659 0.460
H 21.60132 17.26162 -0.53452 -0.015
H 23.37733 17.09658 -0.30202 0.023
Cl 18.68051 13.57586 -1.86474 0.537
C 19.76412 14.27029 -3.10217 -1.034
Cl 21.07591 15.18766 -2.39219 0.555
H 20.12932 13.43683 -3.69344 -0.030
H 19.24482 14.91295 -3.80714 0.015
Cl 24.55220 10.90087 -3.58723 0.511
C 23.14813 10.77640 -2.52473 -0.997
Cl 21.63211 11.08398 -3.41441 0.515
H 23.08371 9.79355 -2.07545 0.027
H 23.24342 11.53651 -1.75844 0.024
Cl 16.97389 16.91060 -2.05812 0.516
C 15.86897 15.72948 -1.37201 -1.026
Cl 14.28781 15.76054 -2.20587 0.488
H 16.26598 14.72926 -1.48456 -0.036
H 15.68836 15.94176 -0.32506 0.028